Record 1
84
Properties=species:S:1:pos:R:3 method="wB97M-V/def2-TZVPD" gap_ev="7.6401 / 4.2758" total_charge=+1 spin_multiplicity=2
Ba 6.650 15.152 -1.414
N 8.284 12.150 0.616
O 9.456 12.383 0.989
O 7.565 11.384 1.189
O 7.906 12.851 -0.365
C 4.360 14.124 3.275
F 3.371 13.473 3.932
F 4.177 15.396 3.271
F 5.557 13.904 3.781
S 4.388 13.460 1.371
O 4.837 12.058 1.329
O 3.070 13.649 0.810
O 5.217 14.385 0.609
C 9.364 17.647 -0.983
C 9.872 16.270 -0.660
C 9.233 15.868 0.627
O 7.823 16.081 0.707
C 7.374 15.778 2.078
N 9.403 15.373 -1.692
H 10.186 17.986 -1.613
H 9.213 18.396 -0.205
H 8.431 17.652 -1.547
H 10.961 16.315 -0.685
H 9.663 16.572 1.339
H 9.559 14.927 1.072
H 7.567 14.739 2.345
H 6.285 15.789 2.115
H 7.783 16.518 2.766
H 9.845 14.469 -1.607
H 9.556 15.672 -2.644
C 8.170 8.209 4.562
C 6.962 8.556 3.748
C 6.110 9.706 4.350
O 4.975 9.932 3.508
C 4.055 10.640 4.395
N 7.471 8.789 2.358
H 8.806 9.060 4.809
H 8.832 7.509 4.053
H 7.930 7.665 5.475
H 6.216 7.768 3.642
H 6.795 10.549 4.440
H 5.836 9.452 5.374
H 4.477 11.569 4.780
H 3.802 9.956 5.204
H 3.246 10.800 3.682
H 7.903 9.700 2.294
H 8.129 8.075 2.079
C 11.524 11.386 -2.253
C 12.266 11.638 -1.005
C 12.487 13.149 -0.541
O 13.457 13.147 0.499
C 13.293 14.261 1.355
N 11.717 10.873 0.175
H 11.307 10.337 -2.459
H 12.172 11.749 -3.050
H 10.661 12.046 -2.163
H 13.257 11.199 -1.122
H 11.536 13.631 -0.313
H 12.968 13.719 -1.336
H 12.386 14.448 1.931
H 13.519 15.236 0.923
H 14.053 14.197 2.133
H 10.911 11.402 0.475
H 12.278 10.919 1.014
C 12.599 11.092 3.897
C 11.465 10.034 3.982
O 10.535 10.314 2.937
O 13.381 10.831 2.728
H 13.289 10.974 4.733
H 12.264 12.128 3.920
H 10.946 10.096 4.939
H 11.850 9.014 3.950
H 11.043 10.420 2.129
H 14.317 10.730 2.914
C 8.870 12.194 5.825
C 8.821 13.547 4.885
O 9.907 13.446 3.917
O 10.155 12.274 6.499
H 8.863 11.296 5.207
H 7.938 12.138 6.388
H 8.807 14.474 5.459
H 7.893 13.388 4.337
H 9.759 12.762 3.259
H 10.769 12.658 5.869



Record 2
69
Properties=species:S:1:pos:R:3 method="wB97M-V/def2-TZVPD" de_lowest_kcal_mol=0.0 gap_ev=8.5176 spin_multiplicity=1
Li -0.703 -0.367 0.186
C -0.249 0.725 3.385
C 0.822 1.195 2.428
O 0.718 0.620 1.158
H -1.248 0.956 3.022
H -0.114 1.179 4.380
H -0.139 -0.343 3.616
H 1.829 1.001 2.846
H 0.740 2.301 2.372
C -0.431 -3.448 -2.139
C -0.562 -3.564 -0.638
C 0.302 -4.713 -0.126
O -0.109 -2.340 -0.013
H 0.622 -3.411 -2.436
H -0.951 -2.600 -2.582
H -0.809 -4.362 -2.621
H -1.591 -3.776 -0.334
H 0.334 -4.725 0.962
H 1.334 -4.548 -0.460
H -0.023 -5.669 -0.536
H 0.803 -2.479 0.309
C 1.044 4.514 -2.094
C 1.030 3.944 -0.702
C 0.192 4.770 0.256
O 0.529 2.587 -0.807
H 1.561 3.825 -2.768
H 1.614 5.446 -2.115
H 0.041 4.663 -2.499
H 2.075 3.844 -0.380
H 0.341 5.831 0.029
H 0.513 4.620 1.282
H -0.859 4.523 0.132
H 0.722 2.039 0.046
C -1.540 1.560 -3.682
C -0.887 0.366 -2.997
C 0.511 0.092 -3.489
O -0.918 0.516 -1.570
H -0.993 2.489 -3.505
H -2.582 1.657 -3.392
H -1.491 1.409 -4.769
H -1.515 -0.509 -3.210
H 0.934 -0.804 -3.032
H 1.179 0.912 -3.209
H 0.509 -0.040 -4.573
H -0.452 1.371 -1.338
C 3.722 -1.492 3.118
C 3.580 -1.709 1.629
C 4.338 -2.931 1.172
O 2.215 -1.894 1.299
H 3.090 -0.671 3.457
H 4.762 -1.295 3.396
H 3.429 -2.392 3.666
H 4.004 -0.861 1.079
H 4.066 -3.207 0.155
H 4.181 -3.778 1.841
H 5.406 -2.692 1.167
H 1.797 -1.024 1.152
C -3.367 1.339 0.429
C -3.558 0.189 1.391
C -4.975 -0.320 1.294
O -2.633 -0.860 0.985
H -4.139 2.082 0.639
H -3.463 0.967 -0.587
H -2.407 1.835 0.579
H -3.296 0.522 2.399
H -5.685 0.352 1.778
H -5.100 -1.294 1.792
H -5.262 -0.493 0.256
H -2.839 -1.633 1.522



Record 3
80
Properties=species:S:1:pos:R:3 method="wB97M-V/def2-TZVPD" gap_ev="6.3499 / 1.4572" total_charge=+1 spin_multiplicity=3
Ni -5.184 0.387 2.991
P -2.340 -1.833 -0.391
F -1.410 -0.465 -0.138
F -3.118 -1.492 0.936
F -3.295 -0.782 -1.071
F -3.392 -2.995 -0.693
F -1.594 -2.179 -1.824
F -1.249 -2.692 0.481
C 4.748 0.173 1.029
C 5.841 0.238 -0.083
C 6.477 -1.144 -0.095
O 5.679 -1.923 0.795
C 4.407 -1.329 0.994
H 3.857 0.775 0.851
H 5.204 0.555 1.942
H 6.577 1.003 0.165
H 5.398 0.485 -1.047
H 7.468 -1.076 0.354
H 6.365 -1.541 -1.104
H 3.871 -1.646 1.889
H 3.674 -1.521 0.211
C -0.744 -3.495 -8.147
C -1.287 -2.038 -7.932
C -1.784 -1.624 -9.337
O -2.327 -2.870 -9.811
C -1.517 -3.974 -9.364
H -0.872 -4.087 -7.240
H 0.344 -3.521 -8.217
H -0.475 -1.350 -7.698
H -2.009 -1.903 -7.125
H -0.942 -1.359 -9.977
H -2.490 -0.796 -9.276
H -0.780 -4.224 -10.127
H -2.157 -4.837 -9.178
C -1.374 0.090 5.112
O -2.412 0.910 4.721
H -0.801 -0.227 4.240
H -0.755 0.612 5.841
H -1.714 -0.811 5.622
H -2.087 1.798 4.888
C -4.804 4.335 1.357
O -4.884 2.939 1.063
H -3.978 4.879 0.899
H -5.678 4.862 0.974
H -4.745 4.585 2.417
H -4.837 2.857 0.107
C -1.820 -7.993 2.353
O -1.459 -8.352 3.715
H -1.555 -6.948 2.190
H -1.360 -8.619 1.589
H -2.907 -8.042 2.281
H -0.555 -8.059 3.852
C 3.529 -2.743 -4.161
O 2.732 -1.580 -4.035
H 4.602 -2.565 -4.232
H 3.415 -3.274 -3.216
H 3.329 -3.380 -5.022
H 1.814 -1.825 -3.895
C -5.292 -3.593 4.870
O -5.636 -2.229 5.054
H -4.345 -3.666 5.405
H -6.028 -4.259 5.320
H -5.203 -3.854 3.815
H -5.813 -2.141 5.993
C 1.459 5.144 1.590
O 0.578 6.245 1.802
C 1.197 7.515 1.838
C 2.185 7.697 3.012
O 1.509 7.648 4.318
C 2.341 7.757 5.451
H 0.897 4.471 0.942
H 1.802 4.717 2.533
H 2.344 5.411 1.012
H 0.366 8.220 1.809
H 1.586 7.650 0.828
H 2.795 8.579 2.818
H 2.944 6.926 2.884
H 2.986 8.627 5.331
H 2.921 6.844 5.588
H 1.768 7.920 6.364



Record 4
87
Properties=species:S:1:pos:R:3 method="wB97M-V/def2-TZVPD" de_lowest_kcal_mol=0.0 gap_ev=7.5955 spin_multiplicity=1
O 4.661 -2.832 -0.510
V 4.765 -1.321 -0.068
O 5.032 -1.270 1.485
C 0.924 -2.215 -0.540
C 1.547 -0.986 0.076
C 1.583 -1.217 1.604
O 2.798 -0.627 -0.453
H -0.145 -2.184 -0.291
H 1.321 -3.196 -0.275
H 0.818 -2.251 -1.631
H 0.877 -0.142 -0.124
H 2.507 -0.802 2.011
H 1.407 -2.237 1.932
H 0.854 -0.531 2.045
C 2.453 -1.540 -4.091
O 2.427 -0.267 -3.461
H 1.576 -2.057 -3.681
H 2.321 -1.536 -5.170
H 3.337 -2.142 -3.863
H 2.529 -0.431 -2.514
O -3.476 -5.758 4.359
S -3.766 -6.015 2.985
O -5.121 -6.001 2.534
O -2.874 -4.936 2.246
C -3.161 -4.455 0.925
C -4.055 -3.189 1.048
C -2.917 -7.528 2.526
H -3.495 -5.287 0.309
H -2.282 -3.993 0.474
H -3.705 -2.661 1.935
H -5.092 -3.488 1.183
H -3.904 -2.516 0.206
H -3.470 -8.463 2.588
H -2.097 -7.676 3.228
H -2.473 -7.433 1.537
O 1.283 4.237 -1.008
S 2.701 4.060 -0.906
O 3.573 3.640 -1.947
O 3.311 5.382 -0.205
C 2.410 6.108 0.688
C 3.157 6.521 1.933
C 2.920 2.864 0.461
H 1.628 5.407 0.978
H 1.965 6.954 0.171
H 2.703 7.427 2.334
H 4.218 6.725 1.781
H 3.159 5.733 2.687
H 2.747 1.894 -0.003
H 2.338 3.077 1.353
H 3.977 3.026 0.673
O -3.629 4.166 -4.092
S -2.430 3.742 -4.744
O -1.204 4.462 -4.600
O -2.117 2.208 -4.369
C -1.807 1.995 -2.988
C -0.309 1.888 -2.763
C -2.744 3.541 -6.480
H -2.256 1.042 -2.698
H -2.261 2.683 -2.271
H -0.114 1.726 -1.697
H 0.277 2.762 -3.033
H 0.105 0.984 -3.212
H -1.901 3.228 -7.089
H -2.985 4.563 -6.776
H -3.581 2.863 -6.624
O 1.717 1.992 4.846
S 0.422 2.530 4.594
O -0.137 3.498 5.484
O 0.399 2.992 3.045
C -0.796 3.644 2.634
C -1.201 3.134 1.256
C -0.719 1.148 4.485
H -0.638 4.704 2.405
H -1.679 3.633 3.270
H -1.842 2.267 1.455
H -0.328 2.873 0.660
H -1.844 3.774 0.654
H -1.692 1.634 4.434
H -0.615 0.661 5.451
H -0.457 0.557 3.617
C 0.015 -6.295 -1.219
N 0.813 -6.466 0.051
O 0.189 -6.308 1.090
O 1.911 -6.972 0.020
H 0.807 -6.212 -1.958
H -0.522 -5.361 -1.089
H -0.642 -7.151 -1.302



Record 5
80
Properties=species:S:1:pos:R:3 method="wB97M-V/def2-TZVPD" gap_ev="8.1205 / 6.2505" total_charge=-1 spin_multiplicity=2
Be -1.747 4.339 -1.996
O -1.605 0.333 0.068
C -0.693 1.096 -0.457
O -1.127 2.146 -0.939
O 0.525 0.771 -0.517
H -2.230 1.052 -0.047
O -5.760 4.446 -0.249
C -4.466 4.290 -0.518
O -3.999 3.187 -0.799
O -3.740 5.267 -0.584
H -5.685 5.354 0.053
C -1.334 0.518 3.731
C -2.703 0.075 3.475
C -3.561 1.311 3.152
O -4.863 0.802 2.951
C -5.853 1.851 2.867
N -2.687 -0.842 2.352
H -0.783 0.643 2.799
H -0.816 -0.325 4.189
H -1.309 1.378 4.400
H -3.140 -0.476 4.308
H -3.257 1.896 2.284
H -3.579 1.959 4.029
H -5.609 2.526 2.047
H -5.965 2.362 3.823
H -6.844 1.439 2.674
H -3.599 -0.954 1.933
H -2.176 -0.552 1.530
C 1.737 -2.836 0.987
C 2.135 -2.642 -0.468
C 2.490 -3.929 -1.242
O 3.367 -4.826 -0.501
C 4.675 -4.290 -0.148
N 1.033 -1.998 -1.189
H 1.222 -1.940 1.333
H 2.611 -3.015 1.613
H 1.098 -3.714 1.074
H 3.045 -2.043 -0.496
H 2.759 -3.680 -2.269
H 1.606 -4.533 -1.448
H 5.216 -5.037 0.434
H 4.628 -3.339 0.382
H 5.220 -4.014 -1.051
H 0.823 -1.080 -0.826
H 1.320 -1.897 -2.152
C 3.819 2.509 -1.973
C 3.634 1.146 -2.637
C 4.305 -0.031 -1.897
O 5.725 0.086 -1.933
C 6.296 -1.089 -1.303
N 2.243 1.033 -2.914
H 3.483 2.462 -0.937
H 3.327 3.341 -2.476
H 4.872 2.782 -1.903
H 4.018 1.110 -3.657
H 4.002 -1.022 -2.233
H 3.961 0.038 -0.865
H 6.169 -2.003 -1.883
H 5.884 -1.276 -0.311
H 7.346 -0.818 -1.191
H 2.056 0.096 -3.241
H 1.845 0.890 -1.997
C -2.602 -2.784 -0.876
O -1.638 -3.673 -1.361
H -2.334 -1.755 -1.115
H -3.595 -2.922 -1.303
H -2.651 -2.869 0.209
H -0.824 -3.386 -0.940
C -4.780 0.026 -2.135
O -5.504 0.814 -1.161
H -3.747 -0.157 -1.837
H -5.315 -0.891 -2.380
H -4.749 0.605 -3.058
H -4.971 1.603 -1.040
C 2.305 2.820 1.837
O 2.562 1.521 1.233
H 2.644 2.771 2.872
H 2.720 3.652 1.268
H 1.231 2.957 1.965
H 1.882 1.336 0.581



Record 6
79
Properties=species:S:1:pos:R:3 method="wB97M-V/def2-TZVPD" gap_ev=7.6393 total_charge=-1 spin_multiplicity=1
C 6.155 -0.349 -0.886
C 4.801 -1.058 -1.558
C 3.433 -0.285 -1.092
P 2.482 -1.108 0.344
O 1.606 0.305 0.898
C 1.039 1.064 -0.252
N 0.933 1.874 -1.273
O 1.701 -2.129 1.571
C 1.277 -3.375 0.849
C 0.439 -4.506 1.737
C 0.589 -2.810 -0.533
Cl 1.251 -3.971 -1.870
C -1.040 -2.885 -0.712
C -1.877 -1.781 0.164
C -2.189 -0.387 -0.706
O -3.232 -2.379 0.403
O 1.303 -1.560 -0.896
H 6.435 -0.804 0.163
H 7.022 -0.529 -1.687
H 6.032 0.838 -0.847
H 4.783 -2.222 -1.439
H 4.912 -0.854 -2.729
H 2.700 -0.309 -2.034
H 3.753 0.842 -0.859
H 3.486 -0.674 1.325
H 3.345 -2.252 0.199
H 2.146 -4.061 0.408
H -0.259 -5.158 1.061
H 1.282 -5.232 2.171
H -0.092 -4.044 2.677
H -1.259 -2.649 -1.861
H -1.497 -3.967 -0.532
H -1.441 -1.563 1.231
H -3.359 -0.183 -0.673
H -1.687 0.487 -0.106
H -1.774 -0.516 -1.802
H -3.586 -2.493 -0.542
C 0.117 5.278 -3.451
O -0.309 4.234 -4.307
H -0.446 6.183 -3.687
H -0.069 4.996 -2.411
H 1.183 5.463 -3.603
H 0.208 3.444 -4.074
C 3.575 -7.526 3.649
O 2.986 -6.788 2.595
H 3.860 -6.839 4.449
H 2.855 -8.252 4.035
H 4.466 -8.042 3.281
H 2.744 -7.425 1.901
C -0.606 3.801 -7.321
O -1.245 4.126 -8.542
H -0.262 2.765 -7.365
H 0.252 4.461 -7.171
H -1.314 3.913 -6.497
H -1.539 5.050 -8.474
C -2.605 3.013 1.962
O -1.606 3.782 1.319
H -3.402 3.679 2.302
H -3.017 2.285 1.258
H -2.172 2.498 2.824
H -0.913 3.165 1.029
C -4.167 7.056 3.266
O -4.349 5.880 2.499
H -4.970 7.127 4.004
H -3.205 7.011 3.781
H -4.201 7.929 2.609
H -3.623 5.844 1.853
C 0.142 -9.393 5.323
O 0.690 -9.996 4.165
H 0.292 -8.313 5.266
H -0.929 -9.607 5.374
H 0.645 -9.783 6.211
H 0.541 -10.954 4.244
C -5.212 8.293 -0.450
O -4.230 9.260 -0.126
H -6.187 8.649 -0.108
H -5.239 8.148 -1.532
H -4.975 7.351 0.050
H -3.376 8.917 -0.441